Molecular formula: C24H24N2O5
Method: DFT, ωB97M-V/def2-TZVPD

XYZ file:
```
55
Properties=species:S:1:pos:R:3
C -0.061 -2.268 -0.675
O -1.200 -1.872 -1.655
C -1.159 -2.698 -2.642
C -0.140 -3.510 -2.968
C -0.048 -4.160 -4.445
C -1.175 -4.110 -5.188
C -2.375 -3.386 -4.750
C -2.093 -2.797 -3.529
C -3.309 -1.845 -3.225
O -4.662 -1.885 -3.757
O -3.155 -1.029 -2.294
N -4.251 -0.072 -1.954
C -4.040 0.678 -0.843
C -5.340 1.550 -0.502
C -2.818 0.989 -0.391
C -2.434 0.704 0.999
C -1.073 0.779 1.258
C -0.078 1.166 0.634
N 1.437 1.424 0.832
C 1.985 2.475 0.789
O 1.584 3.580 0.200
C 3.331 2.253 1.673
C 2.925 3.078 3.070
C 3.858 2.457 4.175
C 3.509 1.094 4.442
C 4.001 0.453 3.175
C 3.292 0.835 2.092
C 1.798 0.359 1.798
O 1.463 -0.698 2.024
C -0.296 1.579 -0.835
C -1.545 1.228 -1.116
H 0.075 -3.296 -0.520
H 0.885 -1.896 -1.296
H -0.298 -1.607 0.139
H 0.695 -3.682 -2.563
H 0.594 -4.859 -4.635
H -1.350 -4.791 -6.283
H -3.195 -3.347 -5.371
H -5.980 1.241 -1.080
H -5.132 1.388 0.709
H -4.896 2.573 -0.725
H -3.322 0.383 1.566
H -1.031 0.642 2.337
H 4.256 2.831 1.309
H 3.146 4.088 3.004
H 1.679 2.855 3.389
H 3.542 3.291 4.969
H 4.730 2.629 4.185
H 2.371 1.081 4.663
H 4.026 0.864 5.374
H 5.097 0.297 3.392
H 3.720 -0.654 3.461
H 3.773 0.503 1.187
H 0.460 1.710 -1.299
H -1.773 1.403 -2.310
```

Output
Kohn-Sham gap = 8.060 eV
LUMO level = -0.6 eV
ΔE to the lowest compared entry with this formula, charge and spin = 2198.12 kJ/mol

Here is what Löwdin gives for the atomic charges, in e: 0.0643 -0.0356 -0.4079 0.0679 0.0042 -0.1039 0.0333 -0.0946 -0.2624 -0.1348 -0.0142 0.2262 -0.2836 0.0675 -0.1653 0.0524 -0.1227 -0.0920 0.1246 -0.4387 0.0071 -0.0951 -0.0700 -0.2484 -0.2195 -0.2103 -0.2909 -0.2943 0.2316 0.0717 -0.0137 0.0724 0.1443 0.0605 0.0129 0.0251 0.1732 0.0907 -0.0355 0.1513 0.1130 0.1236 0.1388 0.1839 0.0684 0.2015 0.1622 0.0014 0.1530 0.1232 0.1637 0.1620 0.1674 0.0160 0.1738

Molecular formula: C6H9N
Method: DFT, ωB97M-V/def2-TZVPD

XYZ file:
```
16
Properties=species:S:1:pos:R:3
C -1.450 -0.740 -0.950
C -0.336 -0.175 -0.096
C -0.264 -0.685 1.276
C 1.492 0.841 0.484
C 1.055 -0.064 -0.678
C -0.318 1.334 0.374
N -0.958 2.329 0.414
H -1.489 -0.258 -1.932
H -2.429 -0.640 -0.472
H -1.228 -1.802 -1.101
H -0.551 -1.720 1.433
H -0.193 -0.056 2.150
H 1.876 1.834 0.266
H 2.127 0.370 1.234
H 1.095 0.455 -1.638
H 1.572 -1.023 -0.763
```

Output
Kohn-Sham gap (spin up / spin down) = 7.759 / 8.341 eV
LUMO level (spin up / spin down) = -0.9 / -0.1 eV
ΔE to the lowest compared entry with this formula, charge and spin = 560.79 kJ/mol

Here is what Löwdin gives for the atomic charges, in e: -0.0267 -0.5509 0.0714 -0.0294 -0.1637 -0.3269 0.1954 0.0874 0.0892 0.0883 0.0753 0.0771 0.0840 0.0894 0.1211 0.1189

Molecular formula: C27H32FN4O2Sn
Method: DFT, ωB97M-V/def2-TZVPD

XYZ file:
```
67
Properties=species:S:1:pos:R:3
Sn -0.921 0.898 -0.640
C -0.669 -4.365 3.151
C 0.399 -3.441 3.760
C 1.399 -4.265 4.579
C -0.304 -2.367 4.576
C -1.092 -2.768 5.630
C -1.996 -1.897 6.231
C -2.181 -0.590 5.768
C -1.448 -0.104 4.719
C -1.604 1.354 4.339
C -0.439 2.198 4.872
C -1.833 1.617 2.845
C -0.416 -0.968 4.160
N 0.362 -0.385 3.258
C 1.674 -0.657 3.132
C 2.478 -1.141 4.201
C 3.842 -1.237 4.070
C 4.450 -0.847 2.877
C 3.703 -0.348 1.807
C 2.351 -0.251 1.953
F 1.635 0.226 0.909
H -0.193 -5.068 2.467
H -1.426 -3.802 2.602
H -1.177 -4.948 3.920
H 0.934 -2.974 2.933
H 0.943 -4.655 5.491
H 2.277 -3.689 4.865
H 1.737 -5.119 3.993
H -1.045 -3.793 5.972
H -2.610 -2.256 7.049
H -2.910 0.046 6.254
H -2.504 1.685 4.859
H 0.482 1.995 4.322
H -0.260 2.005 5.930
H -0.671 3.258 4.767
H -0.886 1.585 2.308
H -2.263 2.611 2.714
H -2.534 0.894 2.415
H 2.000 -1.334 5.152
H 4.446 -1.583 4.897
H 5.527 -0.905 2.781
H 4.178 -0.032 0.889
C -0.181 0.157 -5.290
O -1.309 -0.489 -4.597
C -1.490 -0.269 -3.354
O -0.766 0.486 -2.637
N -2.537 -0.884 -2.790
N -2.811 -0.597 -1.443
H -0.359 -0.044 -6.339
H 0.743 -0.304 -4.956
H -0.195 1.222 -5.087
H -3.118 -1.510 -3.334
H -2.816 -1.461 -0.905
H -3.743 -0.188 -1.382
N -2.010 2.772 -1.003
C -2.586 3.758 -1.193
C -3.281 4.973 -1.436
C -2.711 5.924 -2.293
C -3.401 7.094 -2.528
C -4.631 7.311 -1.912
C -5.185 6.365 -1.053
C -4.518 5.182 -0.813
H -1.749 5.745 -2.753
H -2.987 7.839 -3.194
H -5.165 8.233 -2.102
H -6.138 6.553 -0.579
H -4.942 4.427 -0.163
```

Output
Kohn-Sham gap (spin up / spin down) = 6.125 / 6.127 eV
Total charge = +3
LUMO level (spin up / spin down) = -10.2 / -10.2 eV
ΔE to the lowest compared entry with this formula, charge and spin = 76.57 kJ/mol

Here is what Löwdin gives for the atomic charges, in e: 1.4599 -0.0422 -0.3686 -0.0279 -0.0856 0.0041 0.0508 0.0139 -0.0863 -0.3573 -0.0330 -0.0999 -0.1260 0.2348 -0.1949 0.0215 -0.0207 0.0194 0.0361 -0.1779 -0.0288 0.0930 0.0816 0.0916 0.1201 0.0905 0.0686 0.0987 0.1325 0.1382 0.1357 0.1376 0.0755 0.0962 0.0944 0.0106 0.0877 0.0748 0.1376 0.1330 0.1353 0.1388 0.0705 0.0755 -0.5349 -0.2016 0.0726 0.0090 0.1163 0.1133 0.1063 0.1973 0.1281 0.1346 0.0433 -0.0461 -0.2174 -0.0029 -0.0261 -0.0038 -0.0284 -0.0086 0.1288 0.1280 0.1307 0.1268 0.1250

Molecular formula: C10H20N2S
Method: DFT, ωB97M-V/def2-TZVPD

XYZ file:
```
33
Properties=species:S:1:pos:R:3
C -1.780 -2.943 -2.295
C -1.353 -1.917 -1.143
C -2.634 -1.674 -0.275
C -0.198 -2.472 -0.161
N 1.091 -1.993 -0.446
C 1.612 -0.685 -0.209
S 2.740 -0.087 -1.285
N 1.177 -0.152 1.013
C 0.923 1.244 1.274
C 0.124 1.899 0.179
C 0.206 3.365 0.441
C 1.440 3.556 1.384
C 2.136 2.187 1.414
H -2.164 -3.868 -1.806
H -2.462 -2.691 -3.051
H -0.883 -3.287 -2.815
H -1.060 -0.993 -1.602
H -3.441 -1.521 -0.967
H -2.789 -2.616 0.240
H -2.557 -0.826 0.345
H -0.465 -2.217 0.872
H -0.078 -3.661 -0.170
H 1.664 -2.605 -1.013
H 0.736 -0.896 1.556
H 0.389 1.341 2.252
H -0.969 1.569 0.255
H 0.398 1.769 -0.895
H 0.069 4.063 -0.364
H -0.677 3.631 1.040
H 2.145 4.296 1.055
H 1.168 3.993 2.355
H 2.748 2.050 0.489
H 2.744 2.140 2.334
```

Output
Kohn-Sham gap = 8.712 eV
LUMO level = 0.7 eV
ΔE to the lowest compared entry with this formula, charge and spin = 0.00 kJ/mol

Here is what Löwdin gives for the atomic charges, in e: -0.0724 -0.3278 -0.0828 -0.2013 -0.0702 -0.8143 0.6112 0.0451 -0.3466 -0.2022 -0.1932 -0.1857 -0.1508 0.0809 0.0444 0.0649 0.1089 0.0665 0.0767 0.0473 0.0905 0.1669 0.1093 0.1259 0.1680 0.1301 0.1123 0.1005 0.1023 0.0903 0.1053 0.0825 0.1178

Molecular formula: C21H12Cl4GeIN4O3STi
Method: DFT, ωB97M-V/def2-TZVPD

XYZ file:
```
48
Properties=species:S:1:pos:R:3
Ti 0.517 0.770 0.632
O -0.204 -0.305 3.999
C 0.499 -0.392 3.014
N 0.109 -0.843 1.754
C 0.769 -1.909 1.242
O 1.338 -2.798 1.877
C 0.714 -1.897 -0.245
C 0.699 -3.037 -1.021
C 0.531 -2.918 -2.393
C 0.417 -1.634 -2.928
C 0.500 -0.536 -2.101
N 0.638 -0.643 -0.762
C 1.935 -0.004 2.957
C 2.786 -0.093 4.047
C 4.139 0.074 3.844
C 4.590 0.371 2.559
C 3.669 0.515 1.540
N 2.363 0.327 1.717
H 0.801 -3.996 -0.529
H 0.478 -3.794 -3.026
H 0.274 -1.487 -3.991
H 0.474 0.474 -2.490
H 2.367 -0.325 5.017
H 4.838 -0.030 4.665
H 5.642 0.517 2.359
H 3.964 0.815 0.543
Cl -4.937 0.599 -4.245
C -3.749 0.933 -3.003
C -3.115 2.146 -3.003
C -2.133 2.429 -2.052
I -1.189 4.306 -2.090
C -1.740 1.510 -1.083
O -0.771 1.739 -0.238
C -2.502 0.282 -1.030
N -2.267 -0.510 0.022
C -2.901 -1.654 0.116
C -3.818 -2.095 -0.842
C -4.122 -1.282 -1.905
C -3.486 -0.031 -2.012
H -3.371 2.889 -3.746
H -2.667 -2.247 0.995
H -4.301 -3.059 -0.737
H -4.847 -1.582 -2.650
S 2.076 1.988 -0.828
Cl 0.170 2.491 2.332
Ge 1.265 3.775 0.603
Cl 0.395 6.107 1.243
Cl 3.163 4.043 1.872
```

Output
2S+1 = 2
Kohn-Sham gap (spin up / spin down) = 3.663 / 3.686 eV
Total charge = -2
LUMO level (spin up / spin down) = 3.8 / 3.8 eV
ΔE to the lowest compared entry with this formula, charge and spin = 293.55 kJ/mol

Here is what Löwdin gives for the atomic charges, in e: 0.4621 0.0786 -0.5170 0.0056 -0.4855 0.0520 -0.1787 -0.0128 -0.0728 -0.0542 -0.1340 -0.0353 -0.2330 0.0061 -0.0592 -0.0526 -0.1537 -0.0028 0.1138 0.0932 0.1013 0.0792 0.1183 0.0986 0.0990 0.0493 0.6236 -0.6181 -0.1889 -0.6077 0.9133 -0.3808 -0.3763 -0.1502 0.1374 -0.1292 -0.0685 -0.0445 -0.1840 0.0818 0.1103 0.0924 0.0793 -0.0095 0.1794 -0.1481 -0.4992 -0.1781

Molecular formula: C6H2NO2S2
Method: DFT, ωB97M-V/def2-TZVPD

XYZ file:
```
13
Properties=species:S:1:pos:R:3
C -0.807 -1.319 -0.487
C 0.521 -1.581 -0.177
C -1.368 -0.106 -0.905
C 1.250 -0.407 -0.137
C -0.690 1.095 -1.105
C 1.746 1.477 2.156
N 1.617 0.675 -0.336
O 0.808 2.111 1.969
O 2.752 0.966 2.418
S -3.071 0.087 -1.319
S -2.135 1.776 -2.160
H -1.428 -2.195 -0.209
H 0.806 -2.580 0.293
```

Output
2S+1 = 3
Kohn-Sham gap (spin up / spin down) = 4.709 / 6.444 eV
Total charge = -1
LUMO level (spin up / spin down) = 3.2 / 2.7 eV

Here is what Löwdin gives for the atomic charges, in e: -0.2485 -0.1883 -0.8868 -0.3297 -0.3332 -0.5009 0.1183 0.1880 0.1610 0.4860 0.3561 0.0876 0.0903